Entry 1:
The following is a quantum chemistry calculation of a molecular structure, C38H50BrN5OOsSi, from the Open Molecules 2025 dataset.

The value obtained for the highest occupied orbital energy (spin up / spin down) is -0.5005 / -0.4991 Eh. The orbital gap (spin up / spin down) comes out at 7.23 / 5.07 eV. As for the net charge: +2. The expectation value of S² is 6.076. For the LUMO energy (spin up / spin down), the calculation gives -6.387 / -8.511 eV. Its spin multiplicity is 5.

Cartesian coordinates (Å):
Os: -1.94128 -1.13754 1.39991
C: 2.22965 -1.75793 2.04747
C: 0.83309 -1.26590 2.00065
N: -0.10674 -1.86129 1.32736
N: 0.10786 -3.01051 0.61348
C: -1.02444 -3.42181 0.10203
O: -2.16519 -2.75133 0.26151
C: -1.08516 -4.68418 -0.63182
C: -2.32790 -5.21476 -0.98146
C: -2.39790 -6.44257 -1.61683
C: -1.23135 -7.13509 -1.91208
C: 0.00900 -6.59820 -1.58487
C: 0.08755 -5.37668 -0.94329
C: 0.37074 -0.05470 2.70247
C: 1.22862 0.80833 3.35419
C: 0.71773 1.94294 3.96838
C: -0.64766 2.18319 3.93185
C: -1.45820 1.29123 3.26102
N: -0.96845 0.20517 2.64809
H: 2.25562 -2.80691 1.76630
H: 2.65479 -1.63083 3.04238
H: 2.84393 -1.20082 1.33298
H: -3.22829 -4.66125 -0.75397
H: -3.35897 -6.86018 -1.88419
H: -1.28743 -8.09882 -2.40065
H: 0.91367 -7.13656 -1.83193
H: 1.04540 -4.94650 -0.68631
H: 2.28852 0.59785 3.36503
H: 1.38083 2.63770 4.46633
H: -1.07962 3.05008 4.41072
H: -2.52829 1.43485 3.19398
C: -4.16349 -2.64911 2.80220
N: -3.93684 -1.42975 2.01791
C: -4.89470 -0.65642 1.59659
C: -4.48227 0.41154 0.76562
C: -5.17038 1.51326 0.13495
C: -4.22207 2.21642 -0.52913
C: -2.96437 1.53776 -0.30136
N: -3.13997 0.46638 0.47177
C: -2.91286 -2.90109 3.61128
C: -2.05526 -3.94723 3.27885
C: -0.88420 -4.14611 4.00020
C: -0.57124 -3.30571 5.05840
C: -1.42433 -2.25767 5.39601
C: -2.58768 -2.05408 4.67375
H: -4.31507 -3.46571 2.09213
H: -5.05956 -2.55150 3.41752
H: -5.93365 -0.83745 1.85257
H: -6.22735 1.71805 0.19915
H: -4.35353 3.10943 -1.11834
H: -1.98393 1.80093 -0.67889
H: -2.31419 -4.62248 2.47061
H: -0.22824 -4.96729 3.74271
H: 0.32443 -3.48017 5.64039
H: -1.19001 -1.61545 6.23521
H: -3.26405 -1.25080 4.94829
C: 4.06358 2.19864 -3.83801
C: 3.43715 1.36630 -2.70443
C: 3.15025 -0.05769 -3.20160
C: 4.46226 1.24915 -1.56783
Si: 1.85104 2.24321 -2.08249
Br: 0.74499 0.61187 -0.86593
C: 2.15216 3.61172 -0.76483
C: 2.73761 3.05842 0.54736
C: 0.82763 4.29678 -0.39171
C: 3.11925 4.68191 -1.30234
C: 0.61386 2.71575 -3.47371
C: -0.82719 2.81694 -2.94526
C: 1.02281 4.07987 -4.05543
C: 0.58202 1.66638 -4.59136
H: 5.03033 1.76345 -4.10794
H: 4.24733 3.23359 -3.54410
H: 3.45290 2.20597 -4.73898
H: 4.08052 -0.48470 -3.58957
H: 2.41986 -0.09539 -4.00548
H: 2.80529 -0.70496 -2.39501
H: 5.31588 0.66329 -1.92244
H: 4.05141 0.73231 -0.69693
H: 4.84961 2.21798 -1.25483
H: 2.14287 2.23388 0.94731
H: 2.73247 3.86448 1.28914
H: 3.76607 2.72377 0.44439
H: 0.09315 3.57939 -0.01190
H: 0.38744 4.83904 -1.22739
H: 1.01680 5.02807 0.40049
H: 4.08096 4.25999 -1.59454
H: 3.31434 5.41640 -0.51532
H: 2.71345 5.22005 -2.15826
H: -0.93881 3.51929 -2.11991
H: -1.19112 1.83703 -2.63043
H: -1.47671 3.15976 -3.75750
H: 0.89768 4.88764 -3.33458
H: 0.38752 4.31086 -4.91578
H: 2.05579 4.09315 -4.40543
H: 0.31485 0.67791 -4.21260
H: 1.52136 1.59062 -5.13382
H: -0.18399 1.95518 -5.31815

***

Entry 2:
The following is a quantum chemistry calculation of a molecular structure, C38H50ClO4S3SiY, from the Open Molecules 2025 dataset.

The value obtained for the highest occupied orbital energy is -0.2578 Eh. The orbital gap comes out at 7.04 eV. As for the net charge: 0. For the LUMO energy, the calculation gives 0.021 eV.

Cartesian coordinates (Å):
Y: 0.57284 0.24456 1.21558
C: -1.12505 2.22894 -3.93248
C: -0.14771 2.89802 -2.96797
C: 1.21118 2.19813 -2.98263
C: -0.70240 2.98614 -1.56193
C: -0.64565 4.19063 -0.87214
C: -1.17198 4.32560 0.40330
C: -1.77465 3.25381 1.04244
C: -2.37542 3.42238 2.40859
C: -1.83575 2.03442 0.36328
C: -1.30503 1.89850 -0.92041
H: -0.74002 2.27850 -4.95231
H: -2.09998 2.71961 -3.90996
H: -1.26564 1.17494 -3.69286
H: 0.00306 3.92856 -3.30499
H: 1.12320 1.18059 -2.59679
H: 1.93929 2.73367 -2.37082
H: 1.60251 2.13257 -3.99981
H: -0.18495 5.04770 -1.35099
H: -1.10757 5.28075 0.91240
H: -3.34868 3.91501 2.34802
H: -1.73156 4.03106 3.04516
H: -2.53151 2.45478 2.87995
H: -2.35909 1.20521 0.83501
H: -1.39642 0.95223 -1.44407
C: -4.49632 -1.23329 2.34129
C: -3.81848 -1.37914 0.98225
S: -2.02293 -1.65054 0.83335
C: -1.57703 -2.69333 2.23261
C: -1.48181 -2.01672 3.61666
S: -1.24817 -0.22428 3.51809
C: -2.25119 0.43008 4.85440
C: -3.74507 0.11992 4.72355
S: -4.47795 0.42177 3.09476
H: -4.11352 -1.95694 3.05776
H: -5.54736 -1.48345 2.18952
H: -4.02337 -0.50752 0.35681
H: -4.27391 -2.23641 0.48238
H: -0.60207 -3.08924 1.93751
H: -2.25704 -3.54518 2.27557
H: -0.64072 -2.44617 4.15747
H: -2.38279 -2.19354 4.20046
H: -2.07594 1.50514 4.81331
H: -1.87089 0.07697 5.81381
H: -4.29300 0.75047 5.42528
H: -3.96220 -0.90906 5.01016
C: 2.79001 4.17854 2.68924
C: 2.00018 3.39470 1.64175
C: 2.93754 2.85301 0.56370
C: 1.16508 2.26351 2.24703
H: 3.34292 5.01110 2.24497
H: 3.51080 3.52330 3.18668
H: 2.12599 4.58175 3.45684
H: 1.31302 4.09249 1.15346
H: 3.62065 2.10863 0.98134
H: 3.54103 3.63859 0.10089
H: 2.36163 2.37457 -0.23832
H: 0.30766 2.67838 2.79802
H: 1.77120 1.76752 3.03426
O: 1.30129 -1.48146 2.68564
Cl: 2.76808 -1.20045 2.65587
O: 3.13086 -0.47178 3.81351
O: 3.49685 -2.39935 2.51303
O: 2.88638 -0.35492 1.45063
C: -1.90017 -1.16948 -5.20564
C: -0.52242 -1.05913 -5.31855
C: 0.28034 -1.10177 -4.18563
C: -0.26096 -1.25301 -2.90472
C: -1.65585 -1.35217 -2.82112
C: -2.46705 -1.31732 -3.94762
Si: 0.84816 -1.33419 -1.34859
C: 0.61891 -3.12754 -0.71293
C: -0.48524 -3.94264 -0.97762
C: -0.62339 -5.19394 -0.38847
C: 0.34466 -5.66573 0.48859
C: 1.46217 -4.88384 0.75227
C: 1.59165 -3.63932 0.15223
C: 2.62097 -1.38120 -2.04010
C: 3.49765 -0.30920 -1.87560
C: 4.78727 -0.33132 -2.39391
C: 5.23107 -1.44480 -3.08968
C: 4.38195 -2.53184 -3.25945
C: 3.09722 -2.49635 -2.73886
H: -2.52666 -1.13838 -6.08818
H: -0.06733 -0.94114 -6.29463
H: 1.35441 -1.01784 -4.30307
H: -2.12445 -1.48007 -1.85189
H: -3.54222 -1.40470 -3.84374
H: -1.25443 -3.60131 -1.66080
H: -1.48685 -5.80610 -0.62191
H: 0.23724 -6.64011 0.94908
H: 2.23656 -5.24001 1.42085
H: 2.48468 -3.05813 0.35190
H: 3.17507 0.56761 -1.32372
H: 5.44493 0.51663 -2.24624
H: 6.23607 -1.47072 -3.49228
H: 4.72468 -3.40855 -3.79553
H: 2.44895 -3.35635 -2.87355

***

ΔE to the lowest compared entry with this formula, charge and spin readings, ordered: 0.0, 83.6 kJ/mol
Electronic energy readings, ordered: -130089.8783, -102350.7177 eV